No. 1
229
Properties=species:S:1:pos:R:3:lowdin_charge:R:1 method="wB97M-V/def2-TZVPD" gap_ha=0.3183 e_homo_ha=-0.7039 total_charge=+6
C 4.95888 5.07208 3.60685 0.039
N 4.43144 5.53706 2.19618 -0.310
C 3.79070 6.95660 2.32652 0.049
C 5.63355 5.62755 1.30935 -0.006
C 3.38175 4.52584 1.65286 -0.060
C 3.79731 3.03265 1.33052 -0.225
O 4.22031 2.36214 2.47427 -0.060
H 5.69635 4.27519 3.51090 0.113
H 4.15634 5.02284 4.34278 0.105
H 5.60414 5.83372 4.04461 0.107
H 3.52936 7.22104 1.30189 0.103
H 4.57181 7.62504 2.68867 0.118
H 2.97656 6.93597 3.05100 0.101
H 5.37173 6.08937 0.35737 0.107
H 5.96172 4.68345 0.87452 0.105
H 6.47471 6.18260 1.72463 0.128
H 3.05795 5.02641 0.74035 0.113
H 2.63514 4.57915 2.44521 0.104
H 4.50588 3.01039 0.50255 0.107
H 2.97235 2.40286 0.99751 0.102
H 4.54287 1.47253 2.31258 0.040
C -4.54977 -2.84678 -1.13442 0.054
N -4.61627 -2.94723 0.41454 -0.309
C -4.55937 -1.54459 1.09177 0.039
C -5.91922 -3.54588 0.75765 -0.009
C -3.43488 -3.79597 0.95059 -0.087
C -3.65738 -5.29163 1.12454 -0.243
O -3.77750 -5.85204 -0.15198 -0.041
H -4.54497 -3.86817 -1.51500 0.101
H -3.64078 -2.31156 -1.40895 0.074
H -5.50872 -2.34663 -1.26997 0.106
H -4.79816 -1.65554 2.14949 0.093
H -5.38751 -0.97333 0.67230 0.109
H -3.58469 -1.08993 0.91461 0.084
H -6.01082 -4.53954 0.31906 0.121
H -6.71110 -2.90424 0.37124 0.117
H -6.07516 -3.52026 1.83613 0.121
H -3.32398 -3.38537 1.95419 0.112
H -2.51725 -3.58215 0.40257 0.098
H -4.38557 -5.50583 1.90682 0.132
H -2.75122 -5.74598 1.52522 0.123
H -3.87060 -6.79816 -0.01859 0.115
C 1.53957 -4.46954 -0.46145 0.017
N 1.70421 -5.87879 0.19161 -0.288
C 0.96929 -6.84637 -0.79746 0.009
C 3.14410 -6.37238 0.46776 0.069
C 0.81073 -5.94566 1.46517 -0.068
C 1.16120 -4.79398 2.44456 -0.266
O 0.52243 -5.18324 3.57065 -0.046
H 0.53105 -4.10910 -0.25879 0.068
H 1.92602 -4.40796 -1.47879 0.107
H 2.24029 -3.86895 0.11853 0.091
H 0.63668 -7.80082 -0.38940 0.111
H 1.71309 -7.03393 -1.57185 0.103
H 0.04308 -6.47992 -1.24011 0.079
H 3.67452 -5.59360 1.01572 0.096
H 3.59931 -6.48863 -0.51578 0.111
H 3.03687 -7.26574 1.08300 0.119
H 0.91828 -6.89365 1.99228 0.145
H -0.16320 -5.77409 1.00678 0.113
H 0.76338 -3.83824 2.10339 0.097
H 2.23126 -4.82205 2.65020 0.126
H 1.13854 -5.68251 4.11170 0.124
C -3.17714 -0.17784 7.00120 -0.056
C -2.63498 -1.59428 6.82895 -0.086
N -1.80382 -1.90140 5.47613 -0.210
C -2.51182 -1.32683 4.27804 -0.012
C -0.46779 -1.09359 5.57030 -0.128
C 0.61793 -1.52724 4.57594 -0.035
C -1.67547 -3.43991 5.26174 -0.072
C -1.12392 -4.21858 6.47866 -0.205
O 0.03857 -3.67948 7.06144 -0.194
C 0.25595 -4.14383 8.41117 -0.039
H -3.93130 0.13441 6.27882 0.078
H -2.47580 0.64571 6.86708 0.060
H -3.65567 -0.13756 7.97972 0.108
H -3.48421 -2.27621 6.78546 0.134
H -1.86651 -1.85197 7.55776 0.124
H -2.56936 -0.24925 4.43169 0.091
H -3.52003 -1.72683 4.38580 0.099
H -2.05153 -1.68896 3.35875 0.080
H -0.07912 -1.31127 6.56511 0.122
H -0.72931 -0.03673 5.51777 0.094
H 0.21144 -1.58427 3.56618 0.050
H 0.95305 -2.53377 4.82631 0.082
H 1.47984 -0.86812 4.47219 0.083
H -1.07244 -3.57923 4.36450 0.096
H -2.65889 -3.84807 5.02855 0.134
H -0.91486 -5.20338 6.06086 0.134
H -2.04403 -4.21881 7.06304 0.123
H 0.36131 -5.22776 8.45703 0.098
H -0.60475 -3.86138 9.01740 0.095
H 1.21028 -3.77246 8.78457 0.103
C 2.48511 -1.60224 -3.82214 -0.052
C 2.53783 -0.45660 -2.87285 -0.166
N 3.39448 0.76381 -3.32506 -0.186
C 2.99740 1.33956 -4.76869 0.071
C 3.26889 1.93930 -2.23096 -0.086
C 1.87237 2.67580 -2.16158 -0.046
C 4.86882 0.47577 -3.43658 -0.108
C 5.65632 -0.20256 -2.30355 -0.165
O 6.88099 -0.72506 -2.87976 -0.175
C 7.86250 -1.04083 -1.98258 -0.114
H 1.86970 -1.40756 -4.70048 0.062
H 1.96253 -2.43366 -3.34911 0.072
H 3.46389 -1.89983 -4.19833 0.101
H 2.83032 -0.82679 -1.89025 0.098
H 1.54082 -0.04973 -2.70397 0.094
H 3.57862 2.25527 -4.87717 0.111
H 1.91215 1.43999 -4.75299 0.087
H 3.30600 0.63351 -5.53963 0.107
H 4.02076 2.70457 -2.42372 0.124
H 3.56636 1.48841 -1.28422 0.101
H 1.02851 2.01808 -1.95325 0.038
H 1.63877 3.15213 -3.11375 0.054
H 1.66245 3.35249 -1.33325 0.069
H 5.40908 1.38275 -3.70790 0.146
H 4.94652 -0.27503 -4.22294 0.130
H 5.12376 -1.05231 -1.87647 0.114
H 5.91945 0.49840 -1.51140 0.122
H 8.74445 -1.35395 -2.54134 0.109
H 7.58038 -1.91906 -1.40188 0.090
H 8.13847 -0.15219 -1.41489 0.100
C -2.33275 7.07419 3.58266 -0.045
C -2.66183 5.72678 2.99215 -0.180
N -1.65128 4.60637 3.15103 -0.228
C -2.20009 3.37963 2.42064 0.029
C -0.34591 5.14764 2.45668 -0.134
C -0.44164 5.37026 0.95464 -0.047
C -1.36825 4.36200 4.71175 -0.015
C -0.96831 2.95780 5.08819 -0.186
O -0.06005 2.36550 4.15152 -0.248
C 1.27670 2.07948 4.56968 -0.056
H -1.63885 7.65987 2.97968 0.084
H -1.93600 7.13442 4.59610 0.097
H -3.25099 7.64593 3.44830 0.109
H -2.74017 5.80893 1.90807 0.123
H -3.51203 5.28692 3.51348 0.136
H -3.05976 3.13442 3.04428 0.112
H -1.44689 2.59174 2.41578 0.082
H -2.64200 3.60419 1.44987 0.093
H 0.34735 4.36218 2.75756 0.101
H -0.03706 5.99196 3.07298 0.120
H -0.64968 6.37169 0.57788 0.089
H -1.12966 4.73217 0.40005 0.063
H 0.56464 5.19292 0.57508 0.063
H -2.32511 4.55572 5.19651 0.143
H -0.61670 5.09145 5.01369 0.138
H -1.80549 2.29764 5.31495 0.108
H -0.45996 2.98985 6.05186 0.142
H 1.80059 3.01481 4.76666 0.088
H 1.74311 1.47765 3.78970 0.088
H 1.30883 1.56361 5.52934 0.097
C -2.53234 5.36658 -6.80020 -0.025
C -2.70764 4.94580 -5.27733 -0.138
N -1.68342 5.59464 -4.29968 -0.213
C -0.26484 5.08794 -4.57043 0.016
C -1.71376 7.14902 -4.32884 -0.110
C -0.70978 7.85454 -3.30159 -0.038
C -2.18070 5.19973 -2.79834 -0.032
C -2.64836 3.73848 -2.49141 -0.206
O -1.51950 2.94550 -2.71359 -0.208
C -1.80687 1.54433 -2.83940 -0.072
H -3.36309 4.86218 -7.29369 0.094
H -1.58316 5.02093 -7.20968 0.079
H -2.64277 6.43991 -6.95469 0.081
H -2.67459 3.86022 -5.18494 0.110
H -3.74251 5.15486 -5.00635 0.130
H -0.26279 3.99818 -4.59318 0.086
H 0.25995 5.28377 -3.63537 0.081
H 0.18938 5.52439 -5.45998 0.120
H -2.74125 7.47818 -4.17386 0.135
H -1.53124 7.42317 -5.36789 0.118
H 0.34504 7.58031 -3.28523 0.075
H -1.17372 7.92904 -2.31807 0.070
H -0.58969 8.88148 -3.64667 0.093
H -3.04115 5.83919 -2.60128 0.135
H -1.33952 5.50734 -2.17714 0.102
H -3.54480 3.58569 -3.09237 0.126
H -2.98891 3.66606 -1.45851 0.123
H -0.88178 0.97032 -2.89249 0.061
H -2.31829 1.36228 -3.78461 0.092
H -2.38081 1.20441 -1.97734 0.086
C -1.13688 -1.16999 -4.73375 -0.039
C -0.58290 -2.54874 -5.24723 -0.123
N -1.54149 -3.76730 -5.25659 -0.253
C -0.78644 -4.99041 -5.63239 0.036
C -2.21315 -4.00767 -3.91030 -0.158
C -1.32186 -4.06896 -2.70838 -0.052
C -2.66668 -3.39988 -6.32205 -0.040
C -3.42665 -4.51568 -6.94314 -0.220
O -3.94150 -5.49635 -6.08078 -0.208
C -4.47435 -6.59389 -6.72410 -0.074
H -1.88337 -0.67291 -5.35323 0.083
H -0.32395 -0.44401 -4.71984 0.062
H -1.56918 -1.20337 -3.73370 0.063
H 0.20287 -2.90458 -4.58086 0.087
H -0.22898 -2.54654 -6.27817 0.135
H -0.46470 -5.00168 -6.67376 0.132
H -1.47915 -5.81206 -5.45029 0.114
H -0.04135 -5.05863 -4.83974 0.103
H -2.79164 -4.92044 -4.05276 0.128
H -2.98923 -3.24244 -3.92516 0.121
H -0.53443 -4.82056 -2.65222 0.068
H -1.88279 -4.29503 -1.80154 0.074
H -0.86134 -3.09060 -2.57115 0.051
H -2.05471 -2.80673 -7.00158 0.135
H -3.33432 -2.68316 -5.84386 0.131
H -2.79704 -4.97073 -7.70774 0.132
H -4.20389 -4.15426 -7.61648 0.151
H -5.33773 -6.24007 -7.28757 0.113
H -4.63970 -7.34182 -5.94863 0.108
H -3.67739 -7.02769 -7.32805 0.102
C 0.10798 0.32219 0.71173 -0.518
F 1.45729 0.38260 0.57344 0.098
F -0.24193 0.35265 2.05070 0.083
F -0.46164 1.40269 0.12335 0.093
S -0.47910 -1.32926 -0.12857 0.588
O 0.60283 -1.75514 -1.06460 -0.331
O -0.77412 -2.21358 1.06759 -0.370
O -1.76823 -1.03723 -0.77109 -0.365
C 5.73595 -2.31764 1.59404 -0.598
F 5.56537 -3.45071 0.81927 0.076
F 6.17324 -2.77695 2.78645 0.127
F 6.71548 -1.53518 1.15228 0.138
S 4.09882 -1.38578 1.76813 0.527
O 4.41762 -0.26873 2.64838 -0.310
O 3.73273 -1.05735 0.39443 -0.355
O 3.18433 -2.40969 2.33028 -0.337

---

No. 2
94
Properties=species:S:1:pos:R:3:lowdin_charge:R:1 method="wB97M-V/def2-TZVPD" relative_energy_ev=0.772 gap_ha=0.3325 e_homo_ha=-0.3131 smiles=COC[C@H](C)N.COC[C@H](C)N.COC[C@H](C)N.COC[C@H](C)N.COC[C@H](C)N.CCO
C 0.94793 4.22884 2.69060 -0.133
O 1.79889 3.32410 2.05084 -0.200
C 2.42892 3.86154 0.89446 -0.192
C 3.72656 3.06438 0.65962 -0.421
C 3.42686 1.58256 0.45246 -0.051
N 4.74475 3.22320 1.72250 0.047
H 0.57198 3.78033 3.60710 0.088
H 0.04740 4.48770 2.10451 0.084
H 1.33707 5.24261 2.85355 0.085
H 1.75300 3.69719 0.05099 0.123
H 2.69649 4.91455 1.01134 0.120
H 4.14903 3.46502 -0.26736 0.132
H 2.74556 1.37178 -0.36614 0.056
H 2.99781 1.20113 1.38549 0.056
H 4.33123 0.97753 0.36032 0.082
H 4.67508 4.18767 2.04062 0.067
H 4.35419 2.66537 2.48341 0.060
C -0.12075 -4.73872 -3.26952 -0.124
O -1.14545 -4.14180 -2.50280 -0.204
C -1.50270 -4.99137 -1.40676 -0.195
C -1.91968 -4.09826 -0.26052 -0.447
C -2.12242 -4.79452 1.06755 -0.064
N -3.06143 -3.22656 -0.52325 0.040
H 0.07761 -4.05905 -4.10466 0.086
H -0.47832 -5.64983 -3.76282 0.091
H 0.81898 -4.88605 -2.73299 0.091
H -2.34397 -5.59217 -1.77400 0.135
H -0.69167 -5.63769 -1.06583 0.126
H -1.02629 -3.47249 -0.11317 0.129
H -2.90774 -5.55406 1.10584 0.082
H -2.29948 -4.10326 1.89016 0.068
H -1.19213 -5.30662 1.34145 0.082
H -3.95147 -3.52851 -0.14109 0.085
H -3.25958 -3.20079 -1.52331 0.081
C 5.03148 -0.48202 -2.67410 -0.100
O 3.72072 0.01288 -2.85167 -0.213
C 2.71113 -0.89678 -2.49813 -0.219
C 1.37663 -0.29388 -2.96196 -0.414
C 1.18234 1.21352 -2.84171 -0.048
N 0.25073 -0.96130 -2.28452 0.053
H 5.72817 0.34085 -2.77549 0.090
H 5.21633 -1.22225 -3.46621 0.087
H 5.13448 -1.05697 -1.74885 0.086
H 2.85673 -1.83062 -3.07015 0.120
H 2.82160 -1.24111 -1.46029 0.123
H 1.37736 -0.57558 -4.02280 0.132
H 2.12125 1.67262 -3.16515 0.076
H 1.07704 1.50099 -1.79791 0.056
H 0.38961 1.51891 -3.51835 0.076
H -0.66995 -0.67165 -2.58307 0.053
H 0.31599 -1.95181 -2.51028 0.050
C -4.87728 1.57590 -0.71778 -0.103
O -3.54538 1.67347 -1.16755 -0.194
C -2.80730 0.51056 -0.87998 -0.188
C -2.33891 0.45957 0.59236 -0.409
C -1.34733 1.53615 1.00541 -0.052
N -1.72814 -0.81649 0.93849 0.037
H -5.37312 2.53875 -0.91654 0.089
H -5.01560 1.49287 0.36058 0.092
H -5.47738 0.92179 -1.35818 0.103
H -3.34129 -0.42952 -1.06260 0.113
H -1.92765 0.39822 -1.51985 0.100
H -3.24994 0.53209 1.19552 0.125
H -1.65611 2.52850 0.62805 0.074
H -0.38004 1.39668 0.51712 0.071
H -1.24792 1.86093 2.04203 0.076
H -0.72980 -0.84852 0.75728 0.068
H -2.12438 -1.58174 0.37682 0.030
C 3.08921 -0.15982 4.10273 -0.102
O 2.09441 -0.93258 4.77271 -0.181
C 0.81448 -0.61970 4.24632 -0.211
C -0.14992 -1.77345 4.58264 -0.411
C 0.15632 -3.12167 3.93766 -0.070
N -1.44085 -1.26582 4.05903 0.014
H 2.90494 0.90457 4.27722 0.086
H 3.01980 -0.40119 3.03582 0.072
H 4.09744 -0.42983 4.41213 0.086
H 0.36790 0.22455 4.77138 0.125
H 0.79683 -0.53000 3.15769 0.117
H -0.34324 -1.86614 5.65420 0.135
H -0.69608 -3.80413 3.93479 0.059
H 0.92447 -3.70168 4.46265 0.073
H 0.46002 -3.01610 2.89161 0.075
H -2.18779 -1.94299 4.14979 0.058
H -1.34432 -1.10403 3.04953 0.020
C -2.19393 4.59022 -3.03251 -0.089
C -3.10929 3.71606 -3.89242 -0.323
O -4.37102 3.58032 -3.27452 -0.088
H -2.73257 5.48947 -2.74380 0.074
H -1.26162 4.84610 -3.55163 0.070
H -1.81389 4.07267 -2.14661 0.060
H -2.65089 2.74174 -4.11495 0.105
H -3.28514 4.22545 -4.84538 0.109
H -4.22567 3.15925 -2.41523 0.033

---

No. 3
36
Properties=species:S:1:pos:R:3:lowdin_charge:R:1 method="wB97M-V/def2-TZVPD" relative_energy_ev=2.812 gap_ha=0.3179 e_homo_ha=-0.3535 smiles=O.O.O.O.O.O.O.O.O.O.O.O
O -8.43293 -5.99251 11.32523 -0.052
H -8.89596 -5.34868 11.92079 0.071
H -7.59900 -6.12497 11.73786 -0.042
O -2.21212 -7.78370 15.12681 -0.080
H -2.68717 -7.05411 14.70027 -0.014
H -1.72563 -8.22693 14.36019 0.093
O -5.64882 -5.80110 11.19085 0.009
H -5.68667 -5.21733 11.89890 -0.023
H -5.91132 -5.41592 10.37725 0.063
O -6.11860 -8.19703 12.44695 -0.045
H -6.28229 -8.16386 11.47027 0.095
H -6.23885 -9.10852 12.56118 0.045
O -4.79248 -4.00760 13.54306 -0.057
H -4.21681 -3.63443 12.83358 0.113
H -5.68843 -3.63336 13.31572 0.116
O -4.79350 -9.15047 15.47090 -0.056
H -5.31615 -8.39073 15.34440 -0.066
H -3.92031 -8.78208 15.32440 -0.011
O -3.32509 -7.44822 12.19574 -0.058
H -4.25842 -7.21989 12.05157 -0.021
H -2.89786 -6.61224 12.32372 -0.016
O -8.84001 -8.68634 13.10748 -0.082
H -9.66987 -8.25739 12.81008 0.050
H -8.16672 -8.01669 13.25465 -0.024
O -1.53783 -5.30408 13.59190 -0.049
H -2.26302 -5.05758 14.16667 -0.057
H -1.29971 -4.44165 13.25268 0.039
O -2.91193 -4.71528 15.61394 -0.003
H -2.63691 -3.81447 15.51861 0.058
H -3.79433 -4.71396 15.24811 0.014
O -5.10882 -6.39791 14.31052 -0.052
H -5.80791 -6.85736 13.87284 -0.019
H -5.16814 -5.48027 13.98281 -0.030
O -7.18472 -7.92162 15.39871 -0.053
H -7.21503 -7.30864 16.11547 0.046
H -7.56459 -8.77042 15.72648 0.097

---

No. 4
24
Properties=species:S:1:pos:R:3:lowdin_charge:R:1 method="wB97M-V/def2-TZVPD" relative_energy_ev=0.000 gap_ha=0.2065 e_homo_ha=-0.0021 total_charge=-2 smiles="CC1=C[C@@H](O)[C@](C)(P(=O)([O-])[O-])C=C1"
C 3.27435 0.28053 -0.87919 -0.098
C 1.78345 0.18354 -0.66867 -0.330
C 1.15180 -0.99912 -0.58056 -0.018
C -0.32673 -1.05091 -0.50588 -0.376
O -0.82462 -2.29338 -0.09729 -0.102
C -0.89482 0.16757 0.43441 -0.423
C -1.00302 -0.16510 1.90666 -0.102
P -2.75512 0.27448 -0.19868 0.129
O -2.65901 0.68444 -1.64998 -0.442
O -3.17681 -1.19003 0.02150 -0.422
O -3.41674 1.26422 0.73486 -0.449
C -0.14843 1.37915 0.17593 -0.085
C 1.04797 1.40428 -0.45198 -0.089
H 3.75834 0.80665 -0.05044 0.060
H 3.50113 0.83129 -1.79557 0.060
H 3.71402 -0.71405 -0.95958 0.056
H 1.69018 -1.94242 -0.58400 0.097
H -0.74345 -0.78544 -1.49681 0.131
H -1.80278 -2.05293 -0.03457 0.026
H -1.76435 -0.92994 2.04187 0.062
H -1.31353 0.72511 2.45359 0.064
H -0.04801 -0.52106 2.31276 0.065
H -0.59050 2.29773 0.54696 0.107
H 1.54667 2.34538 -0.67535 0.079